[1]
C28H32Cl2N4PdSe as an isolated structure in a non-equilibrium geometry, computed with wB97M-V/def2-TZVPD.

Element x y z (Å)
Pd -0.019 0.354 0.477
Se 2.617 -1.972 3.827
Cl -0.467 1.789 2.609
Cl -1.438 4.012 -2.176
N 0.753 -0.990 1.759
N -0.632 1.850 -0.391
N -1.396 -0.977 -0.390
N 0.991 0.019 -1.463
C -0.959 -1.321 -1.634
C -3.636 0.031 1.421
C 0.562 2.914 -4.493
C -2.562 -2.075 2.251
C -1.537 4.206 2.334
C 0.258 -0.800 -2.128
C -3.368 -1.446 1.107
C -2.586 -1.568 -0.183
C -1.004 2.934 0.284
C 4.657 0.263 0.845
C -1.046 3.085 1.708
C 2.064 1.276 -3.296
C 0.774 1.451 -4.098
C -1.972 5.251 1.529
C 1.487 -1.404 2.566
C 2.143 0.633 -2.046
C 3.231 1.817 -3.834
C 4.474 1.176 -1.898
C -1.933 5.202 0.139
C 4.430 1.769 -3.152
C 3.346 0.601 -1.327
C -4.710 -2.166 0.980
C 3.420 -1.641 -0.203
C -2.917 -2.327 -1.319
C 3.442 -0.124 0.005
C -1.457 4.073 -0.486
C -1.876 -2.171 -2.241
C 0.760 0.579 -5.356
H 0.593 3.562 -3.619
H -0.189 0.682 -5.890
H 5.587 -0.116 0.410
H -2.277 6.038 -0.456
H 4.555 -0.182 1.836
H 2.562 0.150 0.584
H 2.471 -1.983 -0.614
H -0.068 1.168 -3.468
H 5.326 2.194 -3.588
H 0.593 -1.153 -3.101
H -0.409 3.036 -4.983
H -4.271 0.483 0.654
H -3.133 -2.026 3.184
H -4.137 0.127 2.389
H -1.610 -1.563 2.402
H 5.413 1.137 -1.365
H -2.344 -3.124 2.038
H 0.909 -0.478 -5.130
H -2.355 6.148 2.004
H 1.326 3.259 -5.193
H 3.584 -2.158 0.744
H -1.576 4.270 3.412
H 3.190 2.304 -4.802
H 4.218 -1.926 -0.896
H 1.563 0.879 -6.036
H -5.313 -1.753 0.168
H -4.573 -3.233 0.795
H 4.752 1.346 0.960
H -5.273 -2.058 1.910
H -1.791 -2.597 -3.231
H -3.810 -2.919 -1.443
H -2.707 0.599 1.466

Calculated values
spin multiplicity	1
largest force on an atom	0.020	Eh/bohr
E_HOMO (spin up / spin down)	-7.5 / -7.5	eV
energy above the lowest of the compared OMol25 structures with the same formula, charge and spin	95.8	kcal per mole
orbital gap (spin up / spin down)	4.35 / 4.35	eV
E	-4754.76635	a.u.

Results of the Mulliken charge analysis, in e, for atoms 1 through 6:
1. Pd -0.602
2. Se -0.200
3. Cl -0.097
4. Cl -0.142
5. N -0.633
6. N -0.068

[2]
C3H4I2 as an isolated structure in a non-equilibrium geometry, computed with wB97M-V/def2-TZVPD.

Element x y z (Å)
I 0.717 1.971 1.667
I -2.665 0.869 1.301
C -0.695 0.818 0.581
C 0.926 -0.663 -0.617
C -0.389 -0.154 -0.239
H 0.786 -0.527 -1.634
H 1.580 0.137 -0.277
H 1.027 -1.710 -0.246
H -1.287 -0.740 -0.537

Calculated values
spin multiplicity	3
largest force on an atom	0.056	Eh/bohr
E_HOMO (spin up / spin down)	-5.5 / -8.8	eV
energy above the lowest of the compared OMol25 structures with the same formula, charge and spin	46.5	kcal per mole
orbital gap (spin up / spin down)	5.95 / 4.74	eV
E	-711.88927	a.u.

Results of the Mulliken charge analysis, in e, for atoms 1 through 6:
1. I 0.113
2. I 0.108
3. C 0.041
4. C -0.871
5. C -0.393
6. H 0.284

[3]
C9H43F3FeN9O16S as an isolated structure in a non-equilibrium geometry, computed with wB97M-V/def2-TZVPD.

Element x y z (Å)
Fe 22.595 -6.271 -19.664
S 25.001 -4.042 -18.527
F 25.399 -2.120 -20.262
F 27.336 -3.051 -19.547
F 26.094 -4.123 -21.026
O 27.076 -1.475 -15.211
O 23.172 -0.678 -18.723
O 26.933 -7.202 -19.954
O 25.810 -5.064 -17.907
O 21.982 -5.887 -17.673
O 27.750 -0.450 -18.037
O 28.166 -1.303 -23.397
O 23.853 -4.782 -19.166
O 24.230 -6.516 -20.969
O 23.608 -5.334 -23.277
O 22.175 -4.885 -21.174
O 30.954 -1.063 -19.626
O 23.741 -7.535 -18.644
O 25.735 -7.412 -16.593
O 23.921 -1.113 -15.268
O 24.559 -2.976 -17.660
N 26.480 -3.537 -15.097
N 27.816 -2.791 -13.552
N 28.464 -3.336 -22.597
N 28.525 -3.004 -24.709
N 23.710 -4.799 -25.423
N 29.006 -6.876 -20.520
N 28.263 -5.969 -18.599
N 25.084 -3.937 -24.107
N 34.013 0.532 -21.077
C 33.632 -1.890 -20.883
C 26.081 -3.292 -19.974
C 29.959 -0.507 -20.436
C 24.039 -4.698 -24.189
C 28.296 -2.495 -23.592
C 28.014 -6.728 -19.667
C 32.215 -0.413 -19.548
C 32.988 -0.491 -20.909
C 27.195 -2.553 -14.669
H 28.290 -2.366 -25.457
H 32.657 -0.781 -18.622
H 23.982 -1.758 -15.973
H 25.110 -6.892 -20.965
H 22.517 -4.821 -22.066
H 29.764 0.527 -20.155
H 24.546 -7.439 -18.135
H 32.072 0.643 -19.318
H 21.627 -4.107 -21.071
H 24.103 -6.209 -21.866
H 22.061 -6.519 -16.958
H 29.079 -1.147 -20.366
H 22.971 -5.475 -25.552
H 29.852 -6.403 -20.235
H 28.815 -3.936 -24.967
H 33.747 1.300 -21.676
H 25.987 -3.314 -15.950
H 28.282 -2.977 -21.671
H 23.070 -0.695 -19.674
H 25.300 -3.370 -24.915
H 24.009 -4.132 -26.121
H 29.132 -5.544 -18.309
H 23.429 -8.416 -18.436
H 28.753 -7.374 -21.362
H 34.129 -2.144 -19.947
H 23.393 -1.580 -18.489
H 24.732 -0.609 -15.333
H 28.585 -0.125 -18.375
H 34.636 -0.005 -21.664
H 27.726 -1.370 -18.301
H 34.443 -1.914 -21.611
H 26.585 -7.830 -16.456
H 21.556 -5.128 -17.277
H 28.538 -2.128 -13.306
H 26.669 -4.458 -14.729
H 32.888 -2.668 -21.053
H 25.760 -3.950 -23.357
H 30.350 -0.676 -21.439
H 32.371 -0.572 -21.804
H 27.494 -5.755 -17.981
H 25.924 -6.473 -16.576
H 28.649 -4.307 -22.806
H 27.936 -3.696 -13.119

Calculated values
spin multiplicity	6
largest force on an atom	0.157	Eh/bohr
E_HOMO (spin up / spin down)	-12.9 / -12.9	eV
orbital gap (spin up / spin down)	8.17 / 2.50	eV
net charge	+2
E	-4026.31867	a.u.

Results of the Mulliken charge analysis, in e, for atoms 1 through 6:
1. Fe 0.669
2. S 0.361
3. F -0.217
4. F -0.110
5. F -0.005
6. O -0.624

[4]
C10H15AgN2O2 as an isolated structure in a non-equilibrium geometry, computed with wB97M-V/def2-TZVPD.

Element x y z (Å)
Ag 6.217 7.815 6.376
O 5.386 8.804 8.653
O 6.272 9.941 6.200
N 6.875 5.536 6.136
N 4.122 6.336 6.482
C 4.480 4.935 6.252
C 5.344 10.061 10.559
C 5.618 9.915 9.116
C 6.274 10.997 6.881
C 5.927 4.598 6.657
C 5.998 12.338 8.909
C 5.967 11.071 8.312
C 6.217 13.482 8.225
C 6.457 13.433 6.793
C 6.546 12.209 6.170
H 3.265 6.605 6.016
H 7.796 5.446 6.565
H 6.611 12.195 5.055
H 6.631 14.440 6.314
H 6.917 5.526 5.095
H 4.359 4.761 5.158
H 4.317 10.401 10.601
H 3.876 6.481 7.439
H 6.128 3.549 6.233
H 5.969 4.549 7.709
H 5.307 9.056 11.018
H 5.762 12.563 9.978
H 3.750 4.248 6.649
H 5.979 10.664 11.173
H 6.102 14.437 8.726

Calculated values
spin multiplicity	1
largest force on an atom	0.057	Eh/bohr
E_HOMO	-6.8	eV
energy above the lowest of the compared OMol25 structures with the same formula, charge and spin	0.0	kcal per mole
orbital gap	7.07	eV
E	-796.98076	a.u.

Results of the Mulliken charge analysis, in e, for atoms 1 through 6:
1. Ag 0.477
2. O -0.486
3. O -0.642
4. N -0.469
5. N -0.405
6. C -0.670